ORCA calculation (ωB97M-V/def2-TZVPD) on 2 unconnected molecules or ions with the total composition C26H27N4O4S.

## Properties
- orbital gap (eV) = 4.765
- ΔE to the lowest compared entry with this formula, charge and spin (kcal per mole) = 34.37
- net charge = -1
- strongest force on any atom (eV Å⁻¹) = 2.416
- HOMO energy (eV) = -3.69

Geometry as XYZ:
```
62
Properties=species:S:1:pos:R:3:forces:R:3:lowdin_charge:R:1
C 5.484747 2.820149 0.500370 -0.6 0.0 0.1 -0.081
N 4.269686 3.470626 0.950473 0.7 0.1 0.2 -0.243
C 4.481720 4.398022 2.043625 -0.3 -0.2 -0.5 -0.080
C 3.008535 3.237591 0.383303 -1.0 -0.1 -0.7 -0.237
C 2.315908 2.023580 0.605181 0.3 0.3 -0.1 -0.003
C 1.025842 1.863755 0.148725 -0.5 0.5 -0.6 -0.028
C 0.354833 2.895716 -0.577768 0.9 -0.1 0.3 -0.174
C -1.089966 2.884061 -0.735684 0.1 -0.4 1.4 0.106
C -1.900982 2.255571 0.203475 -0.3 0.1 0.7 -0.020
C -3.230060 1.744735 -0.146818 -0.7 -0.3 -2.0 -0.326
O -3.682125 1.680217 -1.290975 0.9 0.0 2.0 0.077
N -3.992362 1.122011 0.877031 -0.2 0.2 1.0 -0.053
C -5.226827 0.492912 0.440939 -0.2 -0.1 0.0 -0.067
C -3.766938 1.223821 2.237293 0.6 0.3 -0.9 -0.696
S -4.889684 0.820690 3.417673 0.4 0.1 -0.4 0.677
N -2.503043 1.694429 2.556319 -0.5 0.0 0.0 -0.054
C -2.165700 1.661870 3.976694 -0.1 0.1 0.0 -0.087
C -1.547387 2.205150 1.644731 2.0 -0.5 0.1 -0.320
O -0.450767 2.564732 2.090523 -1.8 -0.1 0.0 0.041
C 1.143304 3.992061 -1.008145 -0.8 0.2 0.4 0.004
C 2.405775 4.204089 -0.469921 0.7 -0.7 0.4 -0.001
H 5.322618 2.346403 -0.470201 0.1 0.0 0.1 0.091
H 6.261012 3.584013 0.402603 0.1 0.0 -0.2 0.072
H 5.861634 2.083345 1.222438 0.0 -0.1 -0.1 0.076
H 3.571640 4.976260 2.225484 0.2 -0.1 0.1 0.091
H 4.789577 3.876028 2.962218 -0.2 0.1 0.0 0.079
H 5.302515 5.067306 1.771127 0.0 0.3 0.1 0.072
H 2.764203 1.231621 1.209432 0.0 0.3 -0.2 0.118
H 0.489085 0.942297 0.371431 0.1 0.3 -0.1 0.126
H -1.567045 3.513893 -1.482205 0.2 -0.6 -0.6 0.101
H -5.640150 -0.016225 1.308420 0.0 0.0 -0.3 0.013
H -5.929844 1.250500 0.099318 -0.1 -0.1 -0.1 0.089
H -5.009740 -0.204678 -0.366735 0.0 0.1 0.0 0.100
H -1.140678 1.986990 4.101090 0.0 0.0 0.0 0.080
H -2.868143 2.309322 4.500456 0.2 0.0 0.2 0.068
H -2.325134 0.646271 4.341504 0.2 0.1 0.0 0.069
H 0.699613 4.733403 -1.681788 0.1 -0.2 0.3 0.122
H 2.996049 5.094363 -0.704018 -0.3 -0.3 0.0 0.116
C -6.232041 3.461330 -2.176637 -0.6 -0.1 0.1 -0.094
C -5.277089 4.137887 -3.107515 0.0 -0.1 0.2 -0.242
O -3.932651 3.719340 -2.808692 -0.8 0.6 -0.3 -0.037
C -3.052120 4.449579 -3.522102 0.8 0.5 -1.2 -0.455
C -1.727714 3.827562 -3.666240 -1.3 1.3 -0.2 -0.179
C -0.812361 4.531803 -4.553083 1.1 0.5 -0.2 -0.182
C -1.149669 5.788557 -5.124594 -0.1 0.1 -0.4 -0.047
C -0.568273 6.222429 -6.306417 0.8 -0.3 0.5 -0.106
C 0.604664 5.597959 -6.743056 0.1 -0.1 -0.3 -0.147
C 1.146233 4.526731 -6.022056 -0.3 0.2 0.4 -0.126
C 0.457130 4.002160 -4.924209 -0.4 0.2 -0.2 -0.061
C -1.691913 2.422044 -3.698324 0.4 -2.3 -0.4 -0.275
N -1.596123 1.255024 -3.837078 -0.1 2.2 0.6 0.125
O -3.424212 5.510958 -4.057372 -0.2 -1.3 1.3 -0.010
H -7.219713 3.808434 -2.510290 0.0 -0.3 0.3 0.075
H -6.186172 2.368806 -2.241012 0.0 0.2 0.0 0.071
H -6.096513 3.776362 -1.137365 0.1 -0.1 -0.1 0.077
H -5.513707 3.832257 -4.137100 0.2 0.3 0.1 0.132
H -5.399607 5.229037 -3.017251 0.3 -0.5 -0.2 0.120
H -1.946896 6.381630 -4.693197 0.3 -0.4 -0.4 0.087
H -1.041579 7.041584 -6.857531 0.5 -0.1 0.3 0.095
H 1.133273 5.989737 -7.604733 0.0 -0.1 -0.1 0.076
H 2.104720 4.082076 -6.299481 -0.2 0.2 0.0 0.088
H 0.893901 3.189827 -4.333204 -0.3 0.0 -0.4 0.102
```
Forces are in eV/Å.

ORCA calculation (ωB97M-V/def2-TZVPD) on a molecular structure, C26H27N5O7S3Sn.

## Properties
- orbital gap (eV) = 5.935
- ΔE to the lowest compared entry with this formula, charge and spin (kcal per mole) = 0.00
- net charge = -2
- strongest force on any atom (eV Å⁻¹) = 0.726
- HOMO energy (eV) = -2.05

Geometry as XYZ:
```
69
Properties=species:S:1:pos:R:3:forces:R:3:lowdin_charge:R:1
Sn -1.088694 -1.140760 -0.775228 0.1 0.0 -0.2 1.163
O -2.920596 0.417633 2.792834 0.0 0.0 0.0 -0.016
C -3.024405 0.260393 1.570578 -0.1 0.0 -0.1 -0.688
O -2.789740 -0.802637 0.906446 0.2 0.1 0.3 -0.251
C -3.568090 1.411778 0.743249 0.0 0.0 0.0 -0.162
C -4.798689 1.936334 1.131410 0.0 0.0 0.0 -0.053
C -5.423131 2.941490 0.410577 0.0 0.0 0.0 -0.126
C -4.792378 3.447800 -0.720346 0.0 0.0 0.0 -0.129
C -3.558570 2.948934 -1.102322 0.0 0.0 0.0 -0.146
C -2.916830 1.928037 -0.386795 0.0 0.0 0.0 -0.590
S -1.282067 1.490356 -0.911756 0.0 0.0 0.0 0.517
H -5.255944 1.535471 2.028503 0.0 0.0 0.0 0.107
H -6.386955 3.325421 0.725662 0.0 0.0 0.0 0.081
H -5.258707 4.233834 -1.304700 0.0 0.0 0.0 0.083
H -3.056016 3.347815 -1.975669 0.0 0.0 0.0 0.083
O 2.999993 -2.800001 -0.648031 0.2 -0.1 -0.1 -0.030
C 1.861856 -2.761298 -1.140266 -0.4 0.4 0.5 -0.681
O 0.806830 -3.281877 -0.670637 0.1 0.0 0.0 -0.160
C 1.638237 -1.848632 -2.369819 0.0 0.0 -0.2 -0.577
O 2.249560 -2.011795 -3.414971 0.0 0.0 -0.1 0.034
O 0.765718 -0.887261 -2.189817 -0.1 -0.1 0.2 -0.329
O 2.759105 2.533330 -2.544356 -0.1 0.0 0.2 -0.566
S 2.033894 1.878890 -1.390224 0.1 0.0 -0.5 0.862
C 2.163260 3.055991 -0.020216 0.0 0.0 0.1 -0.334
C 3.585476 2.921753 0.502462 0.0 0.0 0.0 -0.251
C 3.781794 1.414504 0.662082 0.0 0.0 0.0 -0.229
C 3.242218 0.757204 -0.612145 0.0 0.0 0.1 -0.292
H 1.418437 2.754961 0.720936 0.0 0.0 0.0 0.067
H 1.895212 4.029545 -0.427715 0.0 0.0 0.0 0.088
H 3.745983 3.470806 1.433608 0.0 0.0 0.0 0.101
H 4.276267 3.313798 -0.248927 0.0 0.0 0.0 0.104
H 3.196687 1.063813 1.516592 0.0 0.0 0.0 0.096
H 4.823282 1.140337 0.839625 0.0 0.0 0.0 0.104
H 2.767949 -0.203991 -0.430911 0.0 0.0 0.0 0.052
H 3.994207 0.631224 -1.391026 0.0 0.0 0.0 0.100
N 1.534350 -6.389947 7.673514 0.0 0.0 0.0 0.127
C 1.398291 -5.544895 6.904956 0.0 0.2 -0.2 -0.196
C 1.226276 -4.476918 5.948275 0.0 -0.2 0.2 -0.247
C 1.346188 -3.154204 6.364216 0.0 0.1 0.0 -0.036
C 1.187259 -2.127941 5.452381 0.0 0.0 0.1 -0.002
C 0.887006 -2.417880 4.124265 0.0 0.1 -0.1 -0.165
C 0.756953 -3.741675 3.707073 0.0 -0.1 0.0 0.029
C 0.937244 -4.765577 4.616466 0.0 0.0 -0.1 -0.017
N 0.716337 -1.382265 3.197749 0.0 -0.1 0.0 -0.005
C 0.238116 -0.098828 3.434132 0.1 -0.1 0.0 -0.041
C 0.193902 0.499471 2.222099 -0.1 0.0 -0.1 -0.147
N 0.632211 -0.372116 1.242570 0.0 0.0 0.0 0.031
C 0.936278 -1.485326 1.852884 0.0 0.0 -0.1 -0.131
H 1.579467 -2.935527 7.397724 0.0 0.0 0.0 0.114
H 1.303682 -1.098166 5.760284 0.0 0.0 0.0 0.111
H 0.510671 -3.956667 2.675625 0.0 0.0 0.0 0.128
H 0.840240 -5.794175 4.296866 0.0 0.0 0.0 0.121
H -0.116550 0.212519 4.399492 0.0 0.0 0.0 0.116
H -0.203265 1.467739 1.966766 0.0 0.0 0.0 0.092
H 1.300914 -2.375048 1.349066 0.0 0.0 0.0 0.112
C -1.632141 0.420783 -6.964409 0.0 0.0 0.0 -0.113
N -2.332124 0.405192 -5.684267 0.0 0.0 0.0 -0.075
C -1.715237 -0.126493 -4.563470 0.0 0.0 0.1 -0.869
S -2.575338 -1.221732 -3.589455 0.0 0.1 -0.2 0.520
N -0.486719 0.261611 -4.295337 0.1 -0.2 -0.1 -0.015
C 0.177507 1.442060 -4.813412 0.0 0.0 0.1 -0.058
H -2.216565 -0.124737 -7.707536 0.0 0.0 0.0 0.074
H -0.665839 -0.072872 -6.871384 0.0 0.0 0.0 0.083
H -1.462898 1.434197 -7.335621 0.0 0.0 0.0 0.066
H -3.278287 0.064833 -5.733101 0.0 0.0 0.0 0.076
H 0.027949 -0.250564 -3.545959 -0.1 0.1 0.1 0.064
H 0.956534 1.185934 -5.535449 0.0 0.0 0.0 0.087
H 0.657680 1.954662 -3.980156 0.0 0.0 0.0 0.058
H -0.545248 2.111348 -5.275536 0.0 0.0 0.0 0.076
```
Forces are in eV/Å.

ORCA calculation (ωB97M-V/def2-TZVPD) on a molecular structure, C26H28AlBrCl5N7O3S.

## Properties
- orbital gap (eV) = 6.860
- ΔE to the lowest compared entry with this formula, charge and spin (kcal per mole) = 26.38
- strongest force on any atom (eV Å⁻¹) = 0.338
- HOMO energy (eV) = -6.88

Geometry as XYZ:
```
72
Properties=species:S:1:pos:R:3:forces:R:3:lowdin_charge:R:1
Al -0.212758 -0.071104 -0.189594 -0.2 0.1 0.1 -0.018
Cl -3.464422 -5.981307 2.902038 0.0 0.0 0.0 0.681
C -2.700935 -4.711977 2.024980 0.0 0.0 0.0 -0.713
C -2.910042 -3.383478 2.389349 0.0 -0.1 0.0 -0.700
Cl -3.937935 -3.005822 3.715586 0.0 0.0 0.0 0.693
C -2.285894 -2.359601 1.688104 0.0 0.1 0.0 -0.570
Cl -2.556166 -0.704363 2.113555 0.0 -0.1 -0.1 0.791
C -1.434840 -2.629521 0.610447 0.1 0.1 0.1 -0.399
O -0.808928 -1.698503 -0.057975 -0.1 0.1 -0.1 -0.040
C -1.248945 -3.970184 0.246505 0.0 -0.1 0.0 -0.595
Cl -0.230000 -4.291853 -1.102508 0.0 0.0 0.0 0.759
C -1.869179 -4.999139 0.942914 0.0 0.0 0.0 -0.698
Cl -1.605452 -6.630446 0.469890 0.0 0.0 0.0 0.698
C 2.355926 -1.854552 0.593715 0.0 0.0 0.1 0.002
N 1.745426 -1.646730 1.896516 0.1 -0.1 -0.1 -0.070
C 2.087566 -2.554648 2.976287 0.0 0.1 0.0 -0.095
C 1.734426 -1.748012 4.223953 0.0 0.1 -0.1 -0.102
N 0.977815 -0.612258 3.694153 0.0 0.0 0.0 -0.059
C 0.670127 0.448773 4.646056 0.0 -0.1 -0.1 -0.026
C 1.077739 -0.560687 2.334543 0.0 0.0 0.0 -0.294
N 0.576570 0.324095 1.499507 0.0 0.3 0.0 0.092
C 0.020371 1.614186 1.953557 0.1 -0.1 0.0 -0.170
C -0.377347 2.403893 0.720013 0.0 -0.3 -0.1 -0.166
N -1.212955 1.517319 -0.121013 0.1 0.1 0.0 0.087
C -2.247207 1.963223 -0.811648 0.0 0.0 0.2 -0.328
N -2.845524 3.182571 -0.742006 0.1 0.0 0.0 -0.057
C -2.222105 4.479578 -0.459920 -0.1 -0.1 0.0 -0.045
C -4.021848 3.217146 -1.610751 0.1 0.0 0.0 -0.106
C -4.185110 1.772267 -2.077404 0.1 0.0 0.0 -0.100
N -2.966697 1.141422 -1.606291 0.1 0.0 -0.2 -0.067
C -2.528090 -0.123795 -2.160657 -0.2 0.1 0.1 0.002
H 3.443176 -1.857658 0.704437 0.0 -0.1 0.0 0.107
H 2.106385 -1.065393 -0.107855 0.0 0.0 0.1 0.055
H 2.033151 -2.808291 0.176160 0.0 0.0 0.0 0.083
H 3.149315 -2.798193 2.932045 0.0 0.0 0.0 0.126
H 1.521136 -3.484445 2.897308 -0.1 0.0 0.0 0.128
H 2.623292 -1.400301 4.757561 0.0 0.0 0.0 0.128
H 1.114331 -2.309791 4.921093 0.0 0.0 0.0 0.127
H 0.633886 -0.015004 5.629249 0.0 0.0 0.0 0.093
H -0.296798 0.900179 4.468051 -0.1 0.0 -0.1 0.076
H 1.440116 1.222505 4.664614 0.0 0.0 0.0 0.100
H 0.751894 2.196342 2.512591 0.1 0.0 0.0 0.131
H -0.865852 1.450633 2.569302 0.0 0.0 0.0 0.080
H 0.508742 2.721548 0.164630 -0.1 0.0 0.1 0.046
H -0.895918 3.293396 1.044128 -0.1 0.1 0.0 0.109
H -1.154872 4.463466 -0.650042 0.0 0.0 0.1 0.016
H -2.434813 4.816958 0.556097 0.0 0.0 0.0 0.092
H -2.653448 5.200238 -1.152370 0.0 0.0 0.0 0.094
H -3.840112 3.896806 -2.445150 0.0 0.0 0.0 0.124
H -4.890684 3.572189 -1.058524 0.0 0.0 0.0 0.124
H -4.253591 1.694612 -3.162619 0.0 0.0 0.0 0.125
H -5.065541 1.294460 -1.643393 0.0 0.0 0.0 0.124
H -2.910674 -0.198343 -3.178381 0.0 0.0 0.0 0.110
H -2.891028 -0.982242 -1.589524 0.0 0.0 0.0 0.098
H -1.446735 -0.163707 -2.268126 0.1 0.0 -0.1 0.059
S 0.162366 3.234058 -2.725090 0.1 0.3 0.0 0.479
C 0.897165 4.209303 -1.586457 -0.3 0.0 -0.2 -1.063
N 1.340382 4.848219 -0.715658 0.0 0.0 -0.1 0.007
Br 3.040545 1.917945 -1.021508 0.3 -0.1 0.1 0.880
C 3.537076 0.739273 -2.420179 0.0 0.1 0.1 -0.557
C 4.866128 0.813062 -2.820837 0.0 0.0 -0.1 -0.133
C 5.319244 0.045921 -3.881621 0.0 0.0 0.0 -0.079
C 4.440339 -0.785918 -4.561083 0.0 0.0 0.0 -0.075
C 3.116698 -0.839876 -4.167972 0.0 0.0 0.0 -0.016
C 2.642011 -0.092121 -3.089820 0.0 -0.1 0.0 -0.144
C 1.189757 -0.290022 -2.762785 -0.1 0.3 -0.1 -0.517
O 0.397645 -0.650556 -3.603407 0.0 -0.1 0.1 0.099
O 0.874241 -0.077339 -1.508899 0.3 -0.1 -0.1 -0.048
H 5.534012 1.491150 -2.306735 0.0 0.0 0.0 0.094
H 6.357995 0.111119 -4.181740 0.0 0.0 0.0 0.105
H 4.783083 -1.380646 -5.397453 0.0 0.0 0.0 0.103
H 2.402367 -1.460023 -4.691940 0.0 0.0 0.0 0.119
```
Forces are in eV/Å.